No. 1
C22H33N3P2RhS | wB97M-V/def2-TZVPD

Last column: Löwdin spin population.
Element x y z (Å)
C  3.8697  -3.3096  -1.0534  0.111
C  2.5214  -3.0589  -1.2613  0.139
C  1.5708  -3.6469  -0.3704  0.030
C  2.0079  -4.3956  0.7864  0.048
C  3.4027  -4.5902  0.9602  0.146
C  4.3034  -4.0626  0.0522  0.117
C  1.0148  -4.8501  1.6657  0.361
C  -0.3471  -4.6113  1.4286  0.048
C  -0.6882  -3.8549  0.2463  0.028
C  -2.0451  -3.4976  -0.0357  0.142
C  -3.0467  -3.9645  0.8064  0.110
C  -2.7304  -4.7186  1.9545  0.121
C  -1.4159  -5.0276  2.2685  0.148
H  4.5927  -2.8968  -1.7549  0.004
H  3.7366  -5.1604  1.8288  0.004
H  5.3738  -4.2315  0.1835  0.004
H  1.3009  -5.4012  2.5585  0.015
H  -4.0850  -3.7336  0.5712  0.004
H  -3.5450  -5.0563  2.6040  0.004
H  -1.1672  -5.6013  3.1646  0.004
N  0.2653  -3.4251  -0.5981  0.356
Rh  -0.0689  0.1906  -0.4892  0.936
C  1.9846  -2.1774  -2.3610  0.013
H  1.0436  -2.5956  -2.7371  0.004
H  2.7134  -2.0897  -3.1769  0.001
C  -2.2917  -2.6424  -1.2577  0.025
H  -1.6176  -2.9597  -2.0658  0.005
H  -3.3423  -2.7367  -1.5693  0.004
P  1.5224  -0.4634  -1.8001  0.144
P  -1.9256  -0.8228  -1.0440  0.158
C  -3.2604  -0.3660  0.1111  0.042
H  -3.2189  0.7070  0.3330  0.005
H  -4.2325  -0.6181  -0.3288  0.006
H  -3.1260  -0.9298  1.0425  0.002
C  -2.4220  -0.1554  -2.6691  0.057
H  -3.4624  -0.4243  -2.8904  0.010
H  -2.3194  0.9361  -2.6227  0.015
H  -1.7650  -0.5482  -3.4566  0.001
C  3.1395  0.1537  -1.2081  0.054
H  3.9179  0.0305  -1.9728  0.009
H  3.0335  1.2138  -0.9480  0.009
H  3.4118  -0.4132  -0.3101  0.004
C  1.2471  0.4229  -3.3805  0.059
H  1.0695  1.4754  -3.1296  0.015
H  2.1221  0.3350  -4.0357  0.011
H  0.3606  0.0193  -3.8850  0.002
H  0.4986  -0.9071  0.5092  0.111
H  0.7471  1.2384  1.3034  0.049
C  0.7169  5.1226  2.3898  0.001
N  0.7337  3.9468  1.5046  0.012
C  -0.4037  3.3375  1.1010  0.049
S  -0.5947  1.6150  1.4052  0.215
N  -1.4603  4.0204  0.6619  0.016
C  -1.4794  5.4326  0.2566  0.002
H  -0.2960  5.5067  2.4956  0.000
H  1.3604  5.8897  1.9537  0.000
H  1.1180  4.8470  3.3698  0.000
H  1.5122  3.3031  1.6677  0.003
H  -2.2217  3.4323  0.3185  0.007
H  -1.9510  5.4754  -0.7297  0.001
H  -2.1063  6.0124  0.9417  0.000
H  -0.4726  5.8589  0.2283  0.000

As for the total charge: +1. As for the multiplicity: 5. For the HOMO-LUMO gap (spin up / spin down), the calculation gives 4.417 / 5.667 eV. The HOMO energy (spin up / spin down) is -7.54 / -10.41 eV.

No. 2
C55H43N5O10S2Ti | wB97M-V/def2-TZVPD

Last column: Löwdin charge in e.
Element x y z (Å)
Ti  -0.1003  0.3852  1.1032  1.248
C  4.8243  -5.7830  6.9584  -0.069
O  3.8293  -4.7434  6.8393  -0.125
C  3.5358  -4.1244  5.6648  -0.294
C  2.6918  -3.0193  5.8366  0.012
C  2.3735  -2.2054  4.7270  0.015
C  2.7968  -2.4692  3.4395  -0.219
C  3.6863  -3.4971  3.3238  -0.046
C  4.0477  -4.3603  4.3744  -0.017
C  2.1793  -1.6857  2.3389  -0.098
C  1.1152  -2.3108  1.5657  -0.255
C  0.9191  -3.6754  1.5637  -0.044
C  0.0384  -4.0026  0.5251  -0.025
C  -0.3314  -2.7623  0.0245  -0.215
N  0.3918  -1.6513  0.5878  0.061
C  -1.1854  -2.7038  -1.1674  -0.096
C  -1.7043  -1.6626  -1.7854  -0.195
C  -2.4770  -1.6032  -3.0749  0.009
C  -2.5134  -0.3017  -3.4797  0.011
C  -1.8227  0.4526  -2.4359  -0.244
C  -1.1968  1.6372  -2.5790  -0.177
C  -1.4315  2.3333  -3.8745  -0.191
C  -2.5283  3.1402  -4.2204  -0.008
C  -2.6157  3.7154  -5.4647  0.005
C  -1.6271  3.4734  -6.4542  -0.286
O  -1.7561  4.0555  -7.6722  -0.089
C  -0.5396  4.2782  -8.3155  -0.113
C  -0.5848  2.6047  -6.1342  -0.038
C  -0.5548  2.0342  -4.9185  -0.038
C  -0.3691  2.2796  -1.6855  -0.319
N  0.2894  1.8523  -0.5097  0.059
C  1.2062  2.8364  -0.2265  -0.280
C  2.1284  2.8780  0.8983  -0.076
C  2.4773  4.2216  1.3894  -0.177
C  1.3973  5.1037  1.5526  -0.022
C  1.5132  6.3729  2.0376  0.010
C  2.7932  6.9010  2.3126  -0.303
O  2.8295  8.1393  2.8536  -0.069
C  4.0415  8.6343  3.2546  -0.144
C  3.8591  6.1018  2.0560  -0.044
C  3.6953  4.7858  1.6334  -0.032
C  2.5502  1.7106  1.5104  -0.284
C  3.6742  1.5626  2.4209  0.000
C  3.7661  0.2654  2.7641  0.009
C  2.6364  -0.4214  2.1362  -0.206
N  1.9667  0.5354  1.3158  0.005
C  1.1480  3.8579  -1.1321  -0.049
C  0.0775  3.5839  -2.0173  0.004
N  -1.6868  -0.3117  -1.2168  0.146
C  -1.4468  -4.0350  -1.7878  -0.220
C  -2.6768  -4.5699  -1.6962  -0.051
C  -3.0691  -5.6720  -2.3913  0.003
C  -2.1727  -6.3140  -3.2528  -0.270
O  -2.6058  -7.2943  -4.0961  -0.084
C  -1.6313  -7.9688  -4.8306  -0.116
C  -0.8883  -5.7858  -3.3773  -0.032
C  -0.5647  -4.6846  -2.6526  -0.019
H  5.0712  -5.8711  8.0237  0.083
H  5.7406  -5.4041  6.4863  0.082
H  4.4202  -6.6715  6.4137  0.100
H  2.2049  -2.8204  6.7733  0.106
H  1.7108  -1.3602  4.9287  0.128
H  4.0484  -3.7925  2.3570  0.113
H  4.5934  -5.2061  4.1329  0.070
H  1.4581  -4.3742  2.1974  0.098
H  -0.1833  -5.0140  0.1830  0.112
H  -2.9192  -2.4044  -3.6178  0.090
H  -2.7529  0.0532  -4.4300  0.089
H  -3.3078  3.3446  -3.5483  0.096
H  -3.3617  4.4164  -5.7019  0.094
H  -0.7620  4.9830  -9.0929  0.083
H  -0.0611  3.4065  -8.7192  0.073
H  0.1463  4.6878  -7.5719  0.101
H  0.1811  2.3052  -6.8798  0.118
H  0.1648  1.2765  -4.6593  0.132
H  0.4194  4.6471  1.4219  0.131
H  0.6080  6.8752  2.3873  0.119
H  3.8371  9.4269  3.9076  0.065
H  4.7685  8.9392  2.4753  0.102
H  4.5823  7.9694  3.9391  0.094
H  4.8253  6.4963  2.2447  0.084
H  4.5856  4.1605  1.6608  0.103
H  4.3220  2.3475  2.7523  0.091
H  4.5270  -0.2646  3.3435  0.113
H  1.7096  4.7718  -1.1160  0.099
H  -0.3069  4.1193  -2.8703  0.099
H  -3.4083  -4.0063  -1.1361  0.123
H  -4.1263  -5.9755  -2.2917  0.124
H  -2.0295  -8.8363  -5.3125  0.079
H  -0.7787  -8.2268  -4.2067  0.091
H  -1.2684  -7.3372  -5.6258  0.084
H  -0.1251  -6.1407  -4.0634  0.104
H  0.4142  -4.2215  -2.6428  0.131
S  -3.0604  2.5320  -0.3048  0.748
C  -3.8514  1.0959  -0.6275  -0.769
C  -5.2405  1.0131  -0.6830  -0.125
C  -5.9467  -0.1300  -0.4062  -0.072
C  -5.2222  -1.3060  -0.1027  -0.066
C  -3.8680  -1.2630  -0.2586  -0.081
N  -3.2438  -0.1002  -0.6340  0.019
H  -5.6870  1.9865  -0.8385  0.086
H  -7.0235  -0.1311  -0.4116  0.090
H  -5.6430  -2.2369  0.2710  0.103
H  -3.2229  -2.0526  0.0636  0.099
O  -1.1938  1.6777  4.5127  -0.328
S  -0.0352  1.4956  3.6549  0.364
O  0.1196  0.0568  3.2226  -0.385
O  -0.3870  2.0902  2.2683  -0.410
O  1.2260  2.0520  4.1563  -0.309
C  -3.3898  -0.1007  3.1855  0.018
C  -2.6246  -0.9486  2.2820  -0.614
O  -2.6499  -2.1498  2.2819  0.082
O  -1.8379  -0.2655  1.4138  -0.228
H  -2.7521  0.0229  4.0341  0.070
H  -4.3439  -0.6080  3.4630  0.106
H  -3.4674  0.8572  2.7559  0.075

Its energy above the lowest of the compared OMol25 structures with the same formula, charge and spin is 60.3 kcal/mol. As for the total charge: -2. For the HOMO-LUMO gap, the calculation gives 4.355 eV. The HOMO energy is -0.81 eV.

No. 3
C2H6N4 | wB97M-V/def2-TZVPD

Last column: natural (NBO) charge in e.
Element x y z (Å)
C  0.9205  -0.2083  0.1054  0.086
C  -2.4762  -0.5007  0.0481  -0.484
N  0.0800  1.8491  -0.1258  -0.302
N  3.1116  -0.8125  -0.0789  -0.333
N  2.2574  0.0996  0.0144  -0.180
N  -0.0604  0.6342  0.0347  -0.102
H  0.5336  -1.1487  0.2641  0.171
H  -2.7973  -0.7910  -0.9029  0.166
H  -2.9785  0.2539  0.6576  0.169
H  -1.9003  -1.1792  0.5895  0.153
H  -0.7357  2.3118  -0.4539  0.331
H  4.0453  -0.5081  -0.1521  0.324

Its energy above the lowest of the compared OMol25 structures with the same formula, charge and spin is 170.1 kcal/mol. For the HOMO-LUMO gap (spin up / spin down), the calculation gives 6.575 / 8.884 eV. The HOMO energy (spin up / spin down) is -8.23 / -8.99 eV.

No. 4
C2H8OS2 | wB97M-V/def2-TZVPD

Last column: natural (NBO) charge in e.
Element x y z (Å)
C  0.2388  1.5757  1.1391  -0.774
S  1.7036  1.6483  0.0632  0.087
S  2.1422  -0.3394  0.1336  0.088
C  1.9438  -0.4453  -1.6605  -0.760
H  -0.3738  0.6292  0.9969  0.228
H  0.5375  1.5016  2.2045  0.221
H  -0.5201  2.4002  0.9597  0.233
H  0.7988  -0.3192  -1.9026  0.221
H  2.5700  0.4076  -2.0611  0.230
H  2.2868  -1.4439  -2.0530  0.225
O  -3.9537  -1.6497  0.9892  -0.949
H  -3.9683  -2.6234  0.9943  0.474
H  -3.4056  -1.3417  0.1966  0.475

Its energy above the lowest of the compared OMol25 structures with the same formula, charge and spin is 21.7 kcal/mol. For the HOMO-LUMO gap, the calculation gives 8.985 eV. Its SMILES is CSSC.O. The HOMO energy is -8.46 eV.

No. 5
C23H26MnN6O4 | wB97M-V/def2-TZVPD

Last column: Löwdin spin population.
Element x y z (Å)
Mn  -0.1542  0.3970  -0.7716  1.578
C  0.2543  1.5098  2.2509  0.000
C  1.6096  1.8979  1.7042  0.003
N  1.4453  2.1711  0.2840  0.054
C  2.6523  2.1086  -0.5039  0.001
C  2.9736  0.6586  -0.7435  -0.002
C  4.2735  0.2017  -0.8837  0.000
C  4.5049  -1.1488  -1.0777  -0.003
C  3.4247  -2.0164  -1.1237  0.000
C  2.1549  -1.4911  -0.9907  -0.005
C  0.9243  -2.3337  -1.1068  -0.001
N  -0.2167  -1.6578  -0.4522  -0.017
C  -0.3829  -1.9864  0.9972  -0.002
C  0.2547  -0.9278  1.8658  0.000
N  -0.3104  0.3752  1.4769  -0.002
N  1.9297  -0.1841  -0.7965  -0.018
H  -0.4341  2.3504  2.1479  0.000
H  0.3140  1.2549  3.3118  0.000
H  2.3299  1.0848  1.8268  0.000
H  2.0040  2.7520  2.2627  0.002
H  0.9408  3.0349  0.1264  0.001
H  3.5179  2.6009  -0.0477  0.001
H  2.4693  2.6049  -1.4610  -0.001
H  5.0930  0.9047  -0.8208  0.000
H  5.5144  -1.5244  -1.1783  0.000
H  3.5604  -3.0809  -1.2576  0.000
H  1.0821  -3.3284  -0.6865  0.000
H  0.6781  -2.4630  -2.1639  -0.001
H  -1.0462  -1.9787  -0.9368  0.000
H  0.0295  -2.9744  1.2052  -0.001
H  -1.4543  -2.0312  1.2026  0.000
H  1.3351  -0.9026  1.7268  0.000
H  0.0638  -1.1560  2.9183  0.000
H  -1.3041  0.3461  1.6933  0.000
O  -4.6886  3.7039  0.6598  0.000
C  -5.1353  2.4833  0.3967  0.000
O  -6.2846  2.1655  0.4851  0.000
C  -4.1247  1.4633  -0.0381  0.000
C  -4.4285  0.1332  -0.2459  0.001
N  -3.2883  -0.4920  -0.5926  -0.002
N  -2.2516  0.3703  -0.6435  -0.016
C  -2.7579  1.5524  -0.3021  0.001
C  -1.7513  2.6573  -0.3602  0.000
O  -1.9074  3.6998  0.2410  -0.005
O  -0.7398  2.3043  -1.0859  0.007
H  -3.7200  3.8004  0.5537  0.000
H  -5.3726  -0.3835  -0.1781  0.000
H  -3.1953  -1.4618  -0.8423  0.000
C  -0.0087  0.3666  -2.4633  -0.431
C  0.0704  0.3826  -3.8374  -0.066
C  1.0792  1.1604  -4.4604  -0.027
C  1.1467  1.1967  -5.8336  -0.001
C  0.2207  0.4735  -6.5849  -0.016
C  -0.7815  -0.2918  -5.9848  -0.001
C  -0.8658  -0.3436  -4.6144  -0.027
H  1.7745  1.7225  -3.8517  -0.002
H  1.9039  1.7869  -6.3302  0.000
H  0.2771  0.5102  -7.6655  -0.001
H  -1.4879  -0.8311  -6.5998  0.000
H  -1.6449  -0.9160  -4.1285  -0.002

As for the total charge: +2. As for the multiplicity: 2. For the HOMO-LUMO gap (spin up / spin down), the calculation gives 7.540 / 7.410 eV. The HOMO energy (spin up / spin down) is -15.04 / -15.04 eV.

no.,energy (Eh)
1,-2213.47997
2,-4793.71479
3,-298.57782
4,-952.57898
5,-2671.98219